No. 1
Below is a single C4H9NOS molecule, with properties calculated with the ωB97M-V functional and the def2-TZVPD basis.

ORCA input file:
```
! RIJCOSX wB97M-V def2-TZVPD def2/J DEFGRID3
* xyz 0 1
C 1.4494 -1.0133 1.1781
N 0.8242 -0.8062 -0.1044
S 1.5281 0.4572 -1.0843
C -0.0989 0.2599 -0.3058
C -0.4654 1.2148 0.8161
C -1.3049 -0.0408 -1.2081
O -1.1077 -0.8323 -2.3433
H 0.7392 -1.5190 1.8330
H 2.3089 -1.6636 1.0126
H 1.7976 -0.0884 1.6543
H 0.1941 2.0819 0.8273
H -0.3955 0.7164 1.7816
H -1.4862 1.5682 0.6895
H -1.7427 0.9261 -1.5051
H -2.0370 -0.5670 -0.5830
H -0.2032 -0.6941 -2.6583
*
```

Calculated values
E ... -18665.2656 eV
Energy above the lowest of the compared OMol25 structures with the same formula, charge and spin ... 2.2608 eV
HOMO ... -8.583 eV
SMILES ... CN1S[C@@]1(C)CO

In elementary charge units, the Mulliken charges are:
1. C -0.924
2. N -0.147
3. S -0.166
4. C 0.752
5. C -1.383
6. C -0.637
7. O -0.480
8. H 0.342
9. H 0.296
10. H 0.340
11. H 0.354
12. H 0.348
13. H 0.381
14. H 0.314
15. H 0.292
16. H 0.320

No. 2
Below is C25H47Br2NO3RuSi2 as an isolated structure in a non-equilibrium geometry, with properties calculated with the ωB97M-V functional and the def2-TZVPD basis.

ORCA input file:
```
! RIJCOSX wB97M-V def2-TZVPD def2/J DEFGRID3
* xyz 1 6
O -0.5020 -1.5323 -1.3751
O -2.7104 -0.3729 -5.5583
C 0.4674 -2.4190 -2.0474
C 0.9176 -3.6062 -1.2287
H 1.2964 -1.7489 -2.3032
H -0.0421 -2.7195 -2.9723
H 1.2026 -3.3228 -0.2079
H 1.7994 -4.0134 -1.7407
H 0.1772 -4.4118 -1.2032
C -1.6094 -2.2471 -0.7496
C -2.5297 -2.8537 -1.7927
H -2.1158 -1.4941 -0.1400
H -1.1670 -3.0153 -0.0967
H -2.9639 -2.0983 -2.4562
H -3.3524 -3.3412 -1.2667
H -2.0279 -3.6272 -2.3743
C -3.7954 0.5540 -5.7624
C -2.6462 -1.4417 -6.5197
C -4.9764 0.2840 -4.8499
H -4.1313 0.5209 -6.8147
H -3.3904 1.5546 -5.5494
H -5.4237 -0.6926 -5.0659
H -5.7323 1.0547 -5.0276
H -4.6935 0.3108 -3.7901
C -3.9087 -2.2807 -6.6476
H -1.8098 -2.0691 -6.1865
H -2.3914 -1.0311 -7.5150
H -4.2435 -2.6803 -5.6825
H -3.6846 -3.1301 -7.3014
H -4.7310 -1.7132 -7.0993
H -0.9122 0.7255 -4.4818
Ru 0.1528 0.0257 0.0053
C -0.3721 1.7043 -4.5775
Si 0.6146 2.1461 -6.1712
H -1.1732 2.4722 -4.5137
H 0.2707 1.8000 -3.6886
C 1.4863 0.6047 -6.7991
C 1.9270 3.4896 -5.8842
C -0.4521 2.8406 -7.5829
C 2.0408 0.0246 -0.4949
Si 3.4109 1.0342 0.3680
H 1.9924 0.2886 -1.5801
H 2.4611 -1.0104 -0.4870
C 4.0131 2.2901 -0.8804
C 4.7799 -0.1748 0.8151
C 2.9782 1.9255 1.9505
H 0.1823 3.0981 -8.4471
H -0.9867 3.7597 -7.2974
H -1.1915 2.1038 -7.9299
H 2.2886 0.3281 -6.0990
H 1.9288 0.7880 -7.7914
H 0.7657 -0.2237 -6.8733
H 2.4987 3.3169 -4.9619
H 1.4795 4.4938 -5.8320
H 2.6443 3.5016 -6.7215
H 4.9835 -0.8892 0.0086
H 4.5283 -0.7464 1.7168
H 5.7111 0.3700 1.0191
H 2.5772 1.2486 2.7164
H 2.2488 2.7239 1.7731
H 3.8827 2.3941 2.3697
H 4.8971 2.8190 -0.4988
H 3.2279 3.0290 -1.0767
H 4.2804 1.8040 -1.8260
Br 1.0727 -3.4426 3.6111
C 0.6274 -1.6239 3.8436
C 0.5874 -1.0067 5.0921
C 0.2901 0.3487 5.2409
Br 0.3786 1.1525 6.9671
C -0.0682 1.1479 4.1199
C -0.3042 2.5302 4.0799
C -0.4804 3.1639 2.8592
C -0.4382 2.4418 1.6558
N -0.2662 1.1150 1.6804
C -0.0982 0.4652 2.8653
C 0.2828 -0.8840 2.6948
O 0.4404 -1.3097 1.4723
H 0.7968 -1.5947 5.9735
H -0.3289 3.0905 5.0141
H -0.6457 4.2315 2.7901
H -0.5428 2.8644 0.6515
*
```

Calculated values
E ... -192734.0765 eV
HOMO (alpha / beta) ... -10.407 / -11.048 eV

In elementary charge units, the Mulliken charges are:
1. O -0.014
2. O -0.215
3. C -0.333
4. C -1.321
5. H 0.458
6. H 0.340
7. H 0.229
8. H 0.416
9. H 0.355
10. C -0.251
11. C -1.381
12. H 0.277
13. H 0.423
14. H 0.268
15. H 0.421
16. H 0.344
17. C -0.284
18. C -0.197
19. C -1.256
20. H 0.391
21. H 0.306
22. H 0.284
23. H 0.394
24. H 0.242
25. C -1.267
26. H 0.290
27. H 0.282
28. H 0.262
29. H 0.402
30. H 0.330
31. H 0.041
32. Ru 0.763
33. C -0.506
34. Si 0.419
35. H 0.250
36. H 0.179
37. C -0.920
38. C -0.978
39. C -1.065
40. C -0.639
41. Si 0.029
42. H 0.582
43. H 0.207
44. C -1.081
45. C -1.142
46. C -0.748
47. H 0.325
48. H 0.336
49. H 0.275
50. H 0.293
51. H 0.303
52. H 0.246
53. H 0.236
54. H 0.309
55. H 0.282
56. H 0.354
57. H 0.329
58. H 0.348
59. H 0.147
60. H 0.190
61. H 0.477
62. H 0.364
63. H 0.308
64. H 0.312
65. Br -0.129
66. C -0.381
67. C -0.189
68. C -0.198
69. Br -0.177
70. C 0.872
71. C -0.595
72. C -0.767
73. C -0.296
74. N -0.186
75. C 0.042
76. C 0.584
77. O -0.318
78. H 0.465
79. H 0.364
80. H 0.429
81. H 0.458

No. 3
Below is C11H25ClIN2OP2Pm as an isolated structure in a non-equilibrium geometry, with properties calculated with the ωB97M-V functional and the def2-TZVPD basis.

ORCA input file:
```
! RIJCOSX wB97M-V def2-TZVPD def2/J DEFGRID3
* xyz 2 5
C 1.1510 -2.6636 -1.5771
C 0.5909 -2.2011 -0.3092
H 1.3689 -3.7443 -1.5485
H 2.0791 -2.1147 -1.7993
H 0.4461 -2.4609 -2.3976
O 0.3414 -2.7269 0.7316
I -0.9739 3.5367 0.6762
Pm -0.2200 0.7274 0.1818
P -2.4752 -0.5066 -0.9682
C -3.8221 -0.7716 0.2461
C -3.1465 0.9219 -1.9329
H -3.9944 0.5552 -2.5359
H -3.7559 -1.9339 -2.4806
H -2.3670 1.3379 -2.5908
H -2.0571 -1.7105 -3.0200
H -3.9002 0.1123 0.8958
H -3.4747 1.7120 -1.2425
C -2.7095 -1.8701 -2.1501
H -4.7775 -0.9487 -0.2692
H -2.4193 -2.8115 -1.6666
H -3.5579 -1.6389 0.8643
P 2.4974 0.5574 0.8727
C 2.7268 0.6418 2.6892
C 3.8994 -0.4536 0.3081
H 2.7755 2.4443 -0.6770
H 4.1413 2.2992 0.4975
H 2.5487 3.0008 1.0021
C 3.0463 2.2497 0.3727
H 3.9394 -0.4292 -0.7904
H 4.8488 -0.0813 0.7189
H 3.7477 0.9679 2.9349
H 2.5320 -0.3543 3.1089
H 3.7420 -1.4921 0.6263
H 1.9955 1.3485 3.1080
Cl 0.6593 0.8088 -2.2454
N -1.1175 -1.2589 4.3161
C -1.9000 -0.0986 4.3303
C -1.6929 0.5003 3.1210
N -0.8094 -0.2681 2.3670
C -0.4886 -1.3287 3.1238
H -1.0301 -1.9506 5.0498
H -2.5055 0.1900 5.1620
H -2.0726 1.4148 2.7106
H 0.1629 -2.1435 2.8211
*
```

Calculated values
E ... -72582.0004 eV
HOMO (alpha / beta) ... -14.632 / -14.685 eV

In elementary charge units, the Mulliken charges are:
1. C -0.776
2. C 0.888
3. H 0.404
4. H 0.232
5. H 0.235
6. O -0.233
7. I -0.247
8. Pm 0.454
9. P 0.904
10. C -1.288
11. C -1.232
12. H 0.401
13. H 0.437
14. H 0.366
15. H 0.331
16. H 0.358
17. H 0.389
18. C -1.213
19. H 0.438
20. H 0.363
21. H 0.338
22. P 0.902
23. C -1.296
24. C -1.218
25. H 0.362
26. H 0.405
27. H 0.384
28. C -1.226
29. H 0.338
30. H 0.433
31. H 0.441
32. H 0.324
33. H 0.357
34. H 0.359
35. Cl -0.413
36. N -0.038
37. C -0.739
38. C -0.351
39. N 0.494
40. C -0.709
41. H 0.242
42. H 0.433
43. H 0.449
44. H 0.519

Repeat the third record exactly.
Below is C11H25ClIN2OP2Pm as an isolated structure in a non-equilibrium geometry, with properties calculated with the ωB97M-V functional and the def2-TZVPD basis.

ORCA input file:
```
! RIJCOSX wB97M-V def2-TZVPD def2/J DEFGRID3
* xyz 2 5
C 1.1510 -2.6636 -1.5771
C 0.5909 -2.2011 -0.3092
H 1.3689 -3.7443 -1.5485
H 2.0791 -2.1147 -1.7993
H 0.4461 -2.4609 -2.3976
O 0.3414 -2.7269 0.7316
I -0.9739 3.5367 0.6762
Pm -0.2200 0.7274 0.1818
P -2.4752 -0.5066 -0.9682
C -3.8221 -0.7716 0.2461
C -3.1465 0.9219 -1.9329
H -3.9944 0.5552 -2.5359
H -3.7559 -1.9339 -2.4806
H -2.3670 1.3379 -2.5908
H -2.0571 -1.7105 -3.0200
H -3.9002 0.1123 0.8958
H -3.4747 1.7120 -1.2425
C -2.7095 -1.8701 -2.1501
H -4.7775 -0.9487 -0.2692
H -2.4193 -2.8115 -1.6666
H -3.5579 -1.6389 0.8643
P 2.4974 0.5574 0.8727
C 2.7268 0.6418 2.6892
C 3.8994 -0.4536 0.3081
H 2.7755 2.4443 -0.6770
H 4.1413 2.2992 0.4975
H 2.5487 3.0008 1.0021
C 3.0463 2.2497 0.3727
H 3.9394 -0.4292 -0.7904
H 4.8488 -0.0813 0.7189
H 3.7477 0.9679 2.9349
H 2.5320 -0.3543 3.1089
H 3.7420 -1.4921 0.6263
H 1.9955 1.3485 3.1080
Cl 0.6593 0.8088 -2.2454
N -1.1175 -1.2589 4.3161
C -1.9000 -0.0986 4.3303
C -1.6929 0.5003 3.1210
N -0.8094 -0.2681 2.3670
C -0.4886 -1.3287 3.1238
H -1.0301 -1.9506 5.0498
H -2.5055 0.1900 5.1620
H -2.0726 1.4148 2.7106
H 0.1629 -2.1435 2.8211
*
```

Calculated values
E ... -72582.0004 eV
HOMO (alpha / beta) ... -14.632 / -14.685 eV

In elementary charge units, the Mulliken charges are:
1. C -0.776
2. C 0.888
3. H 0.404
4. H 0.232
5. H 0.235
6. O -0.233
7. I -0.247
8. Pm 0.454
9. P 0.904
10. C -1.288
11. C -1.232
12. H 0.401
13. H 0.437
14. H 0.366
15. H 0.331
16. H 0.358
17. H 0.389
18. C -1.213
19. H 0.438
20. H 0.363
21. H 0.338
22. P 0.902
23. C -1.296
24. C -1.218
25. H 0.362
26. H 0.405
27. H 0.384
28. C -1.226
29. H 0.338
30. H 0.433
31. H 0.441
32. H 0.324
33. H 0.357
34. H 0.359
35. Cl -0.413
36. N -0.038
37. C -0.739
38. C -0.351
39. N 0.494
40. C -0.709
41. H 0.242
42. H 0.433
43. H 0.449
44. H 0.519